1.
{"formula": "C7H14ClI2NOPPd", "method": "ωB97M-V/def2-TZVPD", "spin_multiplicity": 5, "largest_force_ha_per_bohr": 0.09515, "total_charge": 3, "s_squared": 6.0318, "homo_energy_ev": [-20.92, -20.67], "orbital_gap_ev": [8.5, 5.2], "species": ["H", "H", "H", "P", "C", "H", "H", "Cl", "C", "C", "H", "H", "H", "C", "C", "O", "H", "N", "C", "Pd", "H", "H", "C", "H", "H", "H", "I", "I"], "xyz": [[1.18610, 1.35869, -4.18414], [0.49968, -2.34141, -2.84039], [2.05427, 1.55814, -2.60308], [0.26056, 0.00455, -2.38368], [1.07629, 1.47016, -3.09334], [1.22332, -1.34880, -4.16302], [-1.94029, 0.87854, -2.84972], [2.75833, 0.03488, -0.29275], [1.09350, -1.46095, -3.07069], [-0.51032, -0.36634, 5.34262], [1.53425, -0.07046, 4.73438], [-1.92923, -0.91034, -2.85328], [-0.33028, -0.21625, 6.41622], [0.39221, 0.15992, 3.02914], [-1.59056, -0.25663, -0.08698], [-2.75451, 0.03259, -0.08031], [-1.28196, -0.01048, -4.26246], [0.39204, 0.07319, 1.87269], [0.55024, 0.32756, 4.47985], [0.43394, 0.10221, -0.13139], [0.47693, 2.34829, -2.84607], [2.06784, -1.54001, -2.56765], [-1.37733, -0.01011, -3.17552], [-0.55534, -1.42376, 5.12787], [0.54218, 1.39199, 4.67592], [-1.50712, 0.04949, 5.09712], [-1.34312, 2.62741, 0.29763], [-1.42161, -2.46208, 0.41101]], "atomic_forces_ev_per_a": [[-0.08, 0.00, 0.38], [0.00, -0.20, -0.13], [-0.09, 0.19, -0.42], [0.43, 0.33, -3.12], [0.18, -0.28, 0.72], [-0.12, 0.05, 0.48], [0.05, -0.26, -0.28], [-0.41, 0.19, 0.08], [0.36, 0.32, 0.82], [-1.14, 0.32, -0.31], [0.20, 0.12, -0.18], [0.09, 0.31, -0.31], [0.15, 0.03, -0.49], [0.51, 0.07, -0.54], [-4.07, 1.97, -0.12], [4.54, -1.83, -0.15], [0.23, 0.00, 0.04], [0.02, 0.24, 2.81], [-0.11, -0.48, 0.14], [-1.28, -0.38, -0.81], [0.09, 0.08, -0.19], [-0.13, -0.19, -0.45], [-0.55, -0.06, 1.36], [0.13, -0.34, 0.11], [0.16, 0.40, -0.06], [0.45, -0.16, 0.31], [0.58, 1.04, 0.04], [-0.19, -1.49, 0.25]], "nbo_charge": [0.306, 0.267, 0.267, 1.210, -0.951, 0.313, 0.262, 0.179, -0.958, -0.593, 0.304, 0.260, 0.280, 0.620, 0.214, -0.413, 0.314, -0.634, -0.548, 0.544, 0.262, 0.270, -0.963, 0.227, 0.297, 0.224, 0.633, 0.806]}

2.
{"formula": "C15H27N3O4PdS3", "method": "ωB97M-V/def2-TZVPD", "spin_multiplicity": 1, "largest_force_ha_per_bohr": 0.01728, "homo_energy_ev": -8.08, "orbital_gap_ev": 8.0, "species": ["O", "H", "H", "H", "H", "C", "C", "O", "O", "H", "H", "C", "C", "C", "H", "C", "C", "H", "H", "H", "S", "N", "H", "H", "H", "C", "H", "C", "H", "H", "H", "S", "C", "C", "N", "Pd", "H", "S", "H", "C", "C", "C", "N", "H", "H", "O", "H", "H", "C", "H", "H", "H", "H"], "xyz": [[-3.47289, 0.70137, -1.45679], [1.23255, -1.46810, 4.11006], [2.54952, 2.88099, -2.37816], [-0.17920, 6.67594, -0.98644], [-0.23552, 1.13740, 1.75123], [-0.35090, -0.72015, 2.85690], [1.50540, -1.45875, -2.37107], [-5.41820, 1.52740, -0.18891], [-3.10964, 1.99722, 0.54807], [-0.34170, -4.70433, -0.19013], [-3.04680, -0.57644, 1.20133], [2.42187, 5.04745, -2.42091], [1.52066, -2.96633, -2.59390], [2.02134, 3.78274, -2.11006], [1.09107, -2.29059, 2.56644], [-0.32871, -2.95396, 4.03772], [0.50921, -1.86068, 3.38690], [1.53820, -3.11519, -3.67694], [2.25290, -0.06814, 1.15007], [2.46125, -3.38518, -2.21609], [-4.06086, 1.05760, -0.17413], [0.88331, 3.56455, -1.41318], [-4.36764, -1.23496, 0.19387], [-0.59159, -3.25088, -2.29214], [0.32749, -4.72741, -2.48161], [0.46960, 5.87489, -1.31066], [2.63951, -1.21987, -0.61082], [0.34165, -3.74361, -2.00629], [0.29395, -3.76429, 4.41758], [1.12681, 0.84940, 2.82894], [-0.88154, -0.24488, 3.68701], [-0.84034, -0.39505, -0.62749], [0.43529, 0.36746, 2.13598], [-4.05367, -0.41013, 0.82916], [1.71251, -1.07065, -0.98089], [-1.18495, 1.95310, -0.32817], [2.29372, -0.99100, -2.96596], [-1.39987, 4.18679, -0.20079], [0.12524, -3.03249, 0.05239], [0.80701, -0.52230, -0.16263], [1.62313, 6.12195, -2.00169], [0.06648, 4.55817, -1.00811], [1.25456, -0.14620, 1.04019], [1.91050, 7.13839, -2.23289], [-4.75523, -0.26941, 1.64752], [0.62759, 2.27593, -1.10693], [-1.03153, -3.37935, 3.31869], [0.55507, -1.03237, -2.68481], [0.37786, -3.94227, -0.49153], [1.36658, -4.27510, -0.16399], [3.33157, 5.19698, -2.98193], [-0.90933, -2.55752, 4.87288], [-1.11332, -1.11813, 2.18313]], "atomic_forces_ev_per_a": [[-0.24, -0.10, 0.20], [0.01, 0.00, -0.01], [0.00, 0.00, 0.01], [0.01, 0.00, 0.01], [0.01, 0.00, 0.06], [-0.01, -0.01, 0.02], [-0.01, -0.02, 0.00], [0.12, 0.28, 0.17], [0.39, -0.38, -0.17], [-0.01, 0.01, 0.00], [0.00, -0.06, -0.03], [-0.03, 0.02, 0.00], [0.01, 0.00, -0.01], [0.04, 0.01, 0.00], [-0.01, -0.01, 0.00], [0.00, 0.01, 0.00], [0.01, 0.01, 0.02], [0.00, -0.01, 0.00], [0.00, -0.06, 0.03], [0.00, 0.01, 0.00], [0.14, -0.32, -0.55], [0.07, -0.08, 0.14], [-0.03, -0.02, 0.02], [0.00, 0.00, 0.01], [0.00, 0.00, 0.00], [-0.02, 0.01, 0.00], [-0.02, -0.04, 0.02], [-0.01, -0.01, 0.01], [0.00, 0.00, 0.00], [0.02, 0.00, -0.01], [-0.04, 0.00, -0.02], [0.09, -0.09, -0.03], [0.02, -0.09, 0.10], [-0.03, 0.03, 0.03], [0.03, 0.07, -0.03], [-0.61, 0.58, 0.29], [0.00, 0.00, 0.01], [0.17, 0.14, -0.09], [0.01, -0.01, 0.00], [-0.13, -0.05, -0.01], [0.00, -0.02, -0.01], [-0.05, 0.04, -0.04], [0.04, 0.20, -0.06], [0.00, 0.00, 0.00], [0.04, 0.02, 0.03], [-0.01, -0.05, -0.12], [0.00, 0.00, 0.00], [0.00, 0.01, -0.01], [0.00, 0.00, 0.00], [0.00, -0.01, 0.00], [0.00, -0.01, 0.00], [0.00, 0.00, 0.00], [0.04, 0.00, 0.00]], "nbo_charge": [-1.007, 0.191, 0.233, 0.239, 0.226, -0.413, -0.224, -0.960, -0.992, 0.216, 0.229, -0.268, -0.400, 0.030, 0.194, -0.601, -0.397, 0.216, 0.390, 0.190, 2.397, -0.004, 0.241, 0.215, 0.205, -0.226, 0.385, -0.404, 0.209, 0.202, 0.214, -0.204, -0.213, -0.902, -0.581, 0.760, 0.197, -0.012, 0.205, 0.376, -0.163, 0.020, -0.586, 0.228, 0.239, -0.581, 0.206, 0.245, -0.608, 0.193, 0.233, 0.204, 0.216]}

3.
{"formula": "C4H5FN2", "method": "ωB97M-V/def2-TZVPD", "spin_multiplicity": 1, "largest_force_ha_per_bohr": 0.08846, "homo_energy_ev": -8.51, "orbital_gap_ev": 8.6, "species": ["N", "H", "H", "C", "C", "N", "C", "F", "C", "H", "H", "H"], "xyz": [[-1.51058, -1.76543, 0.14486], [1.19863, -0.13559, -0.47474], [0.14951, -1.92296, 1.26412], [-0.28404, -1.59102, 0.29460], [0.16747, -0.26009, -0.44828], [-2.57216, -1.63442, -0.20298], [-2.04967, 0.68542, -0.53313], [-2.94816, 1.30768, 0.24548], [-0.71352, 0.90065, 0.09838], [-0.30905, 1.90551, -0.30200], [-0.81785, 0.94458, 1.15660], [0.05451, -0.61930, -1.49328]], "atomic_forces_ev_per_a": [[-1.28, -0.31, -0.10], [1.93, 0.44, 1.00], [-0.27, 0.08, -1.06], [4.03, 1.41, 1.56], [-1.70, -2.45, 0.29], [-1.70, -0.39, -0.32], [-0.82, 1.55, -0.14], [0.34, -0.29, -0.21], [0.85, -0.04, -2.71], [-0.80, -1.30, 0.49], [0.34, 0.02, 1.05], [-0.91, 1.27, 0.15]], "nbo_charge": [0.039, 0.226, 0.224, -0.259, -0.411, -0.003, 0.424, -0.357, -0.634, 0.278, 0.235, 0.238]}